1.
{
  "formula": "H3N3O3",
  "method": "ωB97M-V/def2-TZVPD",
  "orbital_gap_ev": [8.90, 8.90],
  "smiles": "[H]/N=N\\N=O.OO",
  "multiplicity": 1,
  "e_tot_ha": -391.47819,
  "homo_ev": [-9.17, -9.17],
  "de_lowest_ev": 7.1310,
  "symbols": ["N", "N", "N", "O", "O", "O", "H", "H", "H"],
  "coordinates": [[1.1211, -0.7398, 0.1696], [0.9395, -1.7718, 0.7616], [0.9313, 0.1593, -0.5389], [1.5613, 1.1659, -0.7891], [-1.2464, 0.7271, 0.6877], [-1.4223, 1.0954, -0.6705], [-2.3358, 0.8229, -0.8593], [0.9996, -2.7352, 0.2515], [-0.5484, 1.2762, 0.9874]],
  "forces_ev_per_angstrom": [[0.8, -2.6, 0.0], [-1.0, -2.9, 1.1], [-0.2, 1.6, -0.8], [0.6, 1.1, -0.8], [-1.9, -1.5, 0.3], [-0.1, 0.4, -0.7], [0.3, 0.1, 0.5], [0.5, 2.4, 0.3], [1.0, 1.3, 0.1]],
  "mulliken_charge": [0.8229, -0.7930, 0.2065, -0.5002, -0.3704, -0.3033, 0.3240, 0.2693, 0.3443]
}



2.
{
  "formula": "C63H70IN4O3P2S2ScSi2Te",
  "method": "ωB97M-V/def2-TZVPD",
  "orbital_gap_ev": 7.34,
  "multiplicity": 1,
  "e_tot_ha": -6272.00660,
  "homo_ev": -7.64,
  "de_lowest_ev": 3.8731,
  "symbols": ["Sc", "C", "C", "N", "N", "C", "S", "S", "C", "C", "C", "C", "C", "C", "C", "C", "C", "C", "C", "C", "C", "O", "H", "H", "H", "H", "H", "H", "H", "H", "H", "H", "H", "H", "H", "H", "C", "C", "N", "C", "C", "C", "O", "C", "C", "N", "C", "C", "C", "C", "C", "C", "I", "C", "O", "H", "H", "H", "H", "H", "H", "H", "H", "H", "H", "H", "H", "C", "Si", "C", "C", "C", "Te", "C", "Si", "C", "C", "C", "H", "H", "H", "H", "H", "H", "H", "H", "H", "H", "H", "H", "H", "H", "H", "H", "H", "H", "H", "H", "H", "H", "C", "P", "C", "C", "C", "C", "C", "C", "C", "C", "C", "C", "C", "C", "P", "C", "C", "C", "C", "C", "C", "C", "C", "C", "C", "C", "C", "H", "H", "H", "H", "H", "H", "H", "H", "H", "H", "H", "H", "H", "H", "H", "H", "H", "H", "H", "H", "H", "H"],
  "coordinates": [[0.1174, -0.5352, 0.5941], [3.3966, -3.2526, 2.3863], [2.5896, -2.3942, 1.4631], [1.3459, -2.1294, 1.6492], [0.7661, -2.5001, 2.8657], [-0.6343, -1.0673, 3.7577], [-0.7425, 0.4497, 2.7590], [-1.8640, -1.0845, 5.0857], [-1.8111, 0.6116, 5.6994], [-0.5643, 0.9945, 6.4516], [0.1016, 2.1643, 6.1087], [1.2443, 2.5595, 6.7921], [1.7381, 1.7811, 7.8260], [1.0791, 0.6066, 8.1746], [-0.0615, 0.2175, 7.4920], [3.2771, -1.7778, 0.2781], [4.4152, -2.3268, -0.2136], [5.4015, -1.5459, -0.9136], [5.2925, -0.2014, -0.9969], [4.0530, 0.5113, -0.7678], [2.8501, -0.4440, -0.1644], [1.9018, 0.1670, 0.5809], [2.7987, -3.6187, 3.2150], [4.2469, -2.6880, 2.7669], [3.7914, -4.1039, 1.8264], [-2.6958, 0.6864, 6.3360], [-1.9543, 1.2867, 4.8565], [-0.2680, 2.7596, 5.2816], [1.7558, 3.4688, 6.5038], [2.6321, 2.0818, 8.3561], [1.4593, -0.0071, 8.9815], [-0.5611, -0.7080, 7.7538], [4.6925, -3.3319, 0.0771], [6.3401, -2.0224, -1.1648], [6.1785, 0.3919, -1.1978], [5.0609, 2.0755, 0.2578], [-2.4992, -0.1104, -3.1675], [-3.1388, -1.0340, -2.1784], [-4.2816, -1.6113, -2.4770], [-4.8520, -2.4294, -1.5711], [-4.3210, -2.6958, -0.3325], [-5.0391, -3.6494, 0.5872], [-5.3836, -3.0731, 1.8449], [-3.0869, -2.0958, 0.0034], [-2.4680, -2.3723, 1.3028], [-1.2412, -2.1333, 1.5639], [-0.7239, -2.3797, 2.8799], [-1.2417, -3.6234, 3.5724], [-0.7236, -4.1244, 4.6900], [0.3347, -3.5350, 5.5230], [1.0120, -2.4112, 5.2961], [0.8510, -1.5667, 4.0509], [2.4345, -0.1455, 4.0244], [-2.4823, -1.2604, -0.9341], [-1.3224, -0.6847, -0.7324], [-3.1423, -0.0157, -4.0391], [-1.5200, -0.4928, -3.4672], [-2.3320, 0.8745, -2.7258], [-5.7922, -2.8820, -1.8658], [-4.4149, -4.5134, 0.8263], [-5.9282, -4.0291, 0.0760], [-6.0333, -2.3795, 1.6902], [-3.1204, -2.8095, 2.0564], [-2.0495, -4.1617, 3.0947], [-1.1540, -5.0460, 5.0631], [0.5350, -4.0507, 6.4548], [1.6995, -2.0518, 6.0483], [1.4576, -6.3667, -1.4700], [-0.3225, -5.8237, -1.3467], [-0.6964, -5.4775, 0.4412], [-1.4388, -7.1731, -1.9901], [-0.6511, -4.2819, -2.3642], [0.6825, -2.6505, -2.0153], [2.3098, -3.4273, -3.1481], [2.3909, -2.7856, -4.9102], [1.0172, -3.5944, -5.8784], [4.0503, -3.2656, -5.6161], [2.2074, -0.9335, -5.0220], [1.6225, -7.2132, -0.7993], [2.1305, -5.5611, -1.1656], [1.7364, -6.6841, -2.4767], [-0.4833, -6.3541, 1.0569], [-1.7445, -5.2063, 0.5892], [-0.0800, -4.6524, 0.8050], [-1.3513, -8.0827, -1.3923], [-1.1895, -7.4266, -3.0226], [-2.4842, -6.8575, -1.9696], [-1.6527, -3.8945, -2.1558], [-0.5999, -4.4693, -3.4380], [2.1706, -4.5100, -3.1497], [3.2273, -3.2295, -2.5889], [1.0599, -4.6833, -5.8050], [1.0814, -3.3267, -6.9349], [0.0391, -3.2676, -5.5161], [4.1775, -4.3493, -5.6544], [4.8595, -2.8541, -5.0086], [4.1651, -2.8795, -6.6313], [1.3727, -0.5671, -4.4211], [2.0153, -0.6562, -6.0613], [3.1102, -0.4084, -4.7027], [-0.4847, 4.1336, -2.4890], [-0.0472, 2.8452, -1.2181], [1.6007, 2.2565, -1.7745], [2.7842, 3.1190, -1.9843], [3.9300, 2.9711, -1.3320], [4.1095, 1.9334, -0.2568], [2.8837, 0.0430, -1.5969], [1.6933, 0.9219, -1.8078], [0.3589, 3.8746, 0.2381], [1.2851, 4.9187, 0.2706], [1.5001, 5.6313, 1.4387], [0.7925, 5.3138, 2.5942], [-0.1359, 4.2870, 2.5718], [-0.3511, 3.5772, 1.3977], [-2.3156, 4.2395, -2.6750], [-2.4935, 5.8230, -3.5853], [-3.6809, 6.5470, -3.4668], [-3.8780, 7.7135, -4.1862], [-2.8922, 8.1777, -5.0490], [-1.7149, 7.4606, -5.1871], [-1.5180, 6.2922, -4.4606], [-2.7903, 4.7655, -0.9862], [-2.3718, 5.9680, -0.4137], [-2.7488, 6.3022, 0.8745], [-3.5505, 5.4353, 1.6115], [-3.9668, 4.2364, 1.0581], [-3.5897, 3.9063, -0.2399], [-0.0799, 3.7792, -3.4407], [-0.0348, 5.1010, -2.2485], [2.6881, 3.8964, -2.7377], [4.7636, 3.6214, -1.5734], [3.3200, 2.0515, 0.4937], [3.1310, -0.6919, -2.3574], [0.7502, 0.3685, -1.8022], [1.8439, 5.1857, -0.6173], [2.2255, 6.4347, 1.4506], [0.9655, 5.8715, 3.5059], [-0.6990, 4.0323, 3.4604], [-1.0828, 2.7775, 1.3870], [-4.4579, 6.1985, -2.7957], [-4.8034, 8.2631, -4.0737], [-3.0429, 9.0919, -5.6075], [-0.9419, 7.8099, -5.8595], [-0.5903, 5.7479, -4.5866], [-1.7448, 6.6458, -0.9824], [-2.4120, 7.2334, 1.3113], [-3.8458, 5.6982, 2.6194], [-4.5825, 3.5551, 1.6309], [-3.9111, 2.9673, -0.6755]],
  "forces_ev_per_angstrom": [[-0.7, -0.5, 1.1], [0.0, -0.1, 0.0], [0.0, 0.0, -0.3], [-0.1, 0.5, 0.1], [0.1, -0.2, -0.1], [0.1, -0.1, -0.1], [0.2, -0.2, 0.0], [0.0, 0.0, 0.0], [0.0, 0.1, -0.1], [0.0, 0.0, 0.0], [0.0, 0.0, 0.0], [0.0, 0.0, 0.0], [-0.1, -0.1, 0.0], [0.1, 0.1, 0.0], [0.0, -0.1, 0.0], [-0.2, -0.1, 0.2], [0.2, 0.1, -0.1], [-0.1, -0.1, 0.1], [0.0, 0.1, 0.0], [-0.1, -0.1, 0.1], [0.1, 0.1, 0.1], [0.8, 0.6, -0.2], [0.0, 0.0, 0.0], [0.0, 0.0, 0.0], [0.0, 0.0, 0.0], [0.0, 0.0, 0.0], [-0.1, 0.0, 0.0], [0.0, 0.0, 0.0], [0.0, 0.0, 0.0], [0.0, 0.0, 0.0], [0.0, 0.0, 0.0], [0.0, 0.0, 0.0], [0.0, 0.0, 0.0], [0.0, 0.0, 0.0], [0.0, 0.0, 0.0], [0.0, 0.0, 0.0], [0.0, 0.0, 0.0], [0.0, 0.0, 0.0], [0.0, 0.0, 0.1], [0.0, 0.1, 0.0], [0.0, -0.1, -0.1], [0.0, 0.1, 0.0], [-0.1, -0.1, 0.0], [0.0, -0.1, 0.3], [-0.1, -0.1, -0.3], [-0.1, 0.1, -0.1], [0.2, -0.2, 0.0], [-0.1, 0.1, -0.1], [0.1, 0.0, 0.1], [-0.1, -0.1, 0.0], [-0.1, 0.1, -0.1], [0.0, 0.0, 0.1], [0.0, 0.1, 0.0], [0.3, 0.1, -0.1], [-0.4, 0.2, -0.3], [0.0, 0.0, 0.0], [0.0, 0.0, 0.0], [0.0, 0.0, 0.0], [0.0, 0.0, 0.0], [0.0, 0.0, 0.0], [0.0, 0.0, 0.0], [0.1, 0.0, 0.0], [0.0, 0.0, 0.0], [0.0, 0.0, 0.0], [0.0, 0.0, 0.0], [0.0, 0.0, 0.0], [0.0, 0.0, 0.0], [0.1, 0.0, 0.0], [0.0, 0.1, -0.1], [0.0, 0.1, 0.1], [-0.1, -0.1, -0.1], [0.0, 0.0, -0.1], [-0.1, 0.1, -0.2], [0.2, -0.1, 0.1], [0.0, 0.0, 0.0], [-0.1, 0.0, 0.0], [0.1, -0.1, -0.1], [0.0, 0.1, 0.0], [0.0, 0.0, 0.0], [0.0, 0.0, 0.0], [0.0, 0.0, 0.0], [0.0, 0.0, 0.0], [0.0, 0.0, 0.0], [0.0, 0.0, 0.1], [0.0, 0.0, 0.0], [0.0, 0.0, 0.0], [0.0, 0.0, 0.0], [0.0, 0.0, 0.0], [-0.1, 0.0, 0.0], [0.1, 0.0, -0.1], [0.0, 0.0, 0.0], [0.0, 0.0, 0.0], [0.0, 0.0, 0.0], [0.0, 0.0, 0.0], [0.0, 0.0, 0.0], [0.0, 0.0, 0.0], [0.0, 0.0, 0.0], [0.0, 0.0, 0.0], [0.0, 0.0, 0.0], [0.0, 0.0, 0.0], [0.2, 0.0, 0.1], [-0.1, 0.0, -0.5], [0.2, -0.1, -0.1], [-0.1, 0.0, 0.0], [0.0, 0.0, 0.0], [0.0, 0.0, 0.0], [-0.1, -0.1, -0.1], [0.0, -0.1, 0.2], [0.0, 0.0, 0.1], [0.0, 0.1, -0.1], [0.0, 0.0, 0.0], [0.0, 0.0, 0.0], [0.0, 0.0, -0.1], [0.1, -0.1, 0.1], [-0.1, -0.1, -0.1], [0.0, 0.0, 0.1], [0.0, 0.0, 0.0], [0.0, 0.0, 0.0], [0.0, 0.0, 0.0], [0.0, 0.0, 0.0], [0.0, 0.0, 0.0], [0.0, 0.0, 0.0], [0.0, 0.0, 0.0], [0.0, 0.0, 0.0], [0.0, 0.0, 0.0], [0.0, 0.0, 0.0], [0.0, 0.0, 0.1], [0.0, 0.0, 0.0], [0.0, 0.0, -0.1], [0.0, 0.0, 0.0], [0.0, 0.0, 0.0], [0.0, 0.0, 0.0], [0.0, 0.1, -0.1], [0.0, 0.0, 0.0], [0.0, 0.0, 0.0], [0.0, 0.0, 0.0], [0.0, 0.0, 0.0], [0.0, 0.0, 0.0], [0.0, 0.0, 0.0], [0.0, 0.0, 0.0], [0.0, 0.0, 0.0], [0.0, 0.0, 0.0], [0.0, 0.0, 0.0], [0.0, 0.0, 0.0], [0.0, 0.0, 0.0], [0.0, 0.0, 0.0], [0.0, 0.0, 0.0], [0.0, 0.0, 0.0], [0.0, 0.0, 0.0]],
  "mulliken_charge": [-0.9754, -2.1176, -0.8661, 1.4153, 0.4557, 2.1100, -0.1543, -0.2640, -0.9258, 0.4411, 0.1822, -0.5471, -0.4334, -0.6706, -0.0998, 1.5391, -0.9816, -1.3918, -0.9441, 0.9389, 1.5038, -0.7095, 0.3217, 0.3290, 0.4946, 0.6842, 0.1430, 0.1079, 0.3962, 0.3893, 0.3942, 0.4023, 0.3813, 0.5058, 0.4415, 0.9524, -0.4208, 0.4763, -0.6895, -1.2709, 0.6031, -0.7726, -0.5356, -0.2430, -1.4716, 1.5598, -0.7489, -1.2266, -0.7424, -1.1670, -0.8221, -0.5623, 0.0418, 0.2768, 0.1057, 0.4899, -0.1772, -0.1124, 0.3835, 0.1973, 0.4511, 0.3341, 1.3589, 0.2403, 0.4872, 0.4575, 0.5178, -1.0225, 0.1467, 0.1668, -1.1365, -0.4107, 0.1473, -0.1225, 0.1134, -1.0600, -1.1702, -0.6492, 0.4207, 0.1994, 0.2869, 0.5834, -0.1963, -0.4970, 0.3205, 0.2969, 0.3220, 0.0947, 0.5651, 0.3407, 0.2420, 0.3221, 0.3757, 0.2821, 0.3275, 0.3436, 0.3206, -0.0317, 0.5801, 0.2242, -1.4476, 0.6996, 0.2531, -0.9010, -0.7097, -1.1008, 0.3901, -0.7678, 0.7582, -0.5116, -0.9739, -0.9577, -1.2755, -0.4489, -0.0669, 0.6382, -0.4727, -0.5859, -0.4863, -0.6029, -0.3378, 0.2734, -0.0920, -0.7768, -0.4671, -0.5707, -0.5171, 0.6595, 0.7507, 0.4947, 0.3669, -0.0693, 0.0940, 0.5390, 0.4435, 0.4279, 0.4628, 0.7406, 0.9612, 0.3795, 0.3875, 0.3683, 0.3889, 0.3209, 0.4176, 0.4344, 0.4248, 0.4869, 0.3864]
}



3.
{
  "formula": "C23H34N2O3",
  "method": "ωB97M-V/def2-TZVPD",
  "orbital_gap_ev": 9.61,
  "smiles": "CC[C@]1(C)C[C@H](C(=O)N2CC3(C[C@H](C(=O)N4[C@H]5CC=C[C@H]4CCC5)CO3)C2)C1",
  "multiplicity": 1,
  "e_tot_ha": -1231.95215,
  "homo_ev": -9.03,
  "de_lowest_ev": 4.0766,
  "symbols": ["C", "C", "C", "C", "C", "C", "C", "O", "N", "C", "C", "C", "C", "C", "O", "N", "C", "C", "C", "C", "C", "C", "C", "C", "C", "O", "C", "C", "H", "H", "H", "H", "H", "H", "H", "H", "H", "H", "H", "H", "H", "H", "H", "H", "H", "H", "H", "H", "H", "H", "H", "H", "H", "H", "H", "H", "H", "H", "H", "H", "H", "H"],
  "coordinates": [[1.3903, 3.0494, -5.4349], [0.6711, 2.8089, -4.1109], [1.5672, 2.2004, -3.0301], [2.2482, 3.2922, -2.2122], [0.9038, 1.1735, -2.0717], [2.1707, 0.2864, -2.1991], [1.9309, -1.1952, -2.3674], [2.0321, -1.7854, -3.4309], [1.5295, -1.8182, -1.2395], [1.4538, -1.4147, 0.1614], [0.9105, -2.8439, 0.4616], [-0.5545, -2.9124, 0.8526], [-0.4563, -2.7543, 2.3769], [-0.3498, -1.2760, 2.7532], [0.6901, -0.7731, 3.1611], [-1.4561, -0.5417, 2.5478], [-2.8185, -0.8987, 2.2721], [-3.4982, -0.6793, 3.6394], [-2.9018, 0.0113, 4.6252], [-1.6329, 0.8681, 4.4272], [-1.5608, 0.8757, 2.9050], [-1.0460, 1.6065, 1.6787], [-1.9317, 0.9041, 0.5652], [-3.1731, 0.0683, 1.0653], [0.8385, -3.5105, 2.6824], [1.5854, -3.5686, 1.4579], [1.2775, -3.2306, -0.9848], [2.5522, 1.0808, -3.4561], [0.7298, 3.5300, -6.1574], [2.2619, 3.6955, -5.3057], [1.7348, 2.1124, -5.8716], [0.2376, 3.7429, -3.7411], [-0.1682, 2.1315, -4.2969], [2.9112, 2.8714, -1.4529], [2.8497, 3.9453, -2.8499], [1.5013, 3.9079, -1.7059], [0.6326, 1.5284, -1.0754], [0.0388, 0.6882, -2.5296], [2.8552, 0.4557, -1.3655], [2.4238, -1.2379, 0.6312], [0.7861, -0.5769, 0.3673], [-1.1585, -2.1507, 0.3592], [-0.9517, -3.8972, 0.5960], [-1.3074, -3.1973, 2.8956], [-2.9309, -1.9412, 1.9742], [-4.4471, -1.1700, 3.8238], [-3.3789, 0.0452, 5.5983], [-1.8095, 1.8588, 4.8516], [-0.7559, 0.4373, 4.9111], [-2.6040, 1.1264, 2.7514], [-1.2514, 2.6768, 1.7290], [0.0162, 1.4617, 1.4803], [-2.2983, 1.6464, -0.1463], [-1.2948, 0.2306, -0.0097], [-3.5289, -0.5192, 0.2171], [-3.9978, 0.7277, 1.3435], [1.4257, -2.9956, 3.4406], [0.6334, -4.5342, 3.0005], [0.4826, -3.6703, -1.5889], [2.1755, -3.8487, -1.0458], [2.2159, 0.5385, -4.3396], [3.5989, 1.3576, -3.5838]],
  "forces_ev_per_angstrom": [[0.1, 0.2, 0.1], [0.0, -0.3, -0.1], [-0.2, 0.1, 0.2], [0.2, 0.0, -0.1], [0.0, 0.0, 0.0], [0.0, 0.0, 0.0], [0.0, 0.0, 0.0], [0.0, 0.0, 0.0], [0.0, 0.0, 0.0], [0.0, 0.0, 0.0], [0.0, 0.0, 0.0], [0.0, 0.0, 0.0], [0.0, 0.0, 0.0], [0.0, 0.0, 0.0], [0.0, 0.0, 0.0], [0.0, 0.0, 0.0], [0.0, 0.0, 0.0], [0.0, 0.0, 0.0], [0.0, 0.0, 0.0], [0.0, 0.0, 0.0], [0.0, 0.0, 0.0], [0.0, 0.0, 0.0], [0.0, 0.0, 0.0], [0.0, 0.0, 0.0], [0.0, 0.0, 0.0], [0.0, 0.0, 0.0], [0.0, 0.0, 0.0], [0.0, 0.0, 0.0], [0.0, 0.0, 0.0], [0.0, 0.0, 0.0], [0.0, 0.0, 0.0], [0.0, 0.0, 0.0], [0.0, 0.0, 0.0], [0.0, 0.0, 0.0], [0.0, 0.0, 0.0], [0.0, 0.0, 0.0], [0.0, 0.0, 0.0], [0.0, 0.0, 0.0], [0.0, 0.0, 0.0], [0.0, 0.0, 0.0], [0.0, 0.0, 0.0], [0.0, 0.0, 0.0], [0.0, 0.0, 0.0], [0.0, 0.0, 0.0], [0.0, 0.0, 0.0], [0.0, 0.0, 0.0], [0.0, 0.0, 0.0], [0.0, 0.0, 0.0], [0.0, 0.0, 0.0], [0.0, 0.0, 0.0], [0.0, 0.0, 0.0], [0.0, 0.0, 0.0], [0.0, 0.0, 0.0], [0.0, 0.0, 0.0], [0.0, 0.0, 0.0], [0.0, 0.0, 0.0], [0.0, 0.0, 0.0], [0.0, 0.0, 0.0], [0.0, 0.0, 0.0], [0.0, 0.0, 0.0], [0.0, 0.0, 0.0], [0.0, 0.0, 0.0]],
  "mulliken_charge": [-1.2764, -0.7776, 2.1356, -1.8021, -1.0246, 0.5272, -0.1384, -0.7308, 0.2814, -0.3336, 1.6748, -1.1187, 0.2804, -0.5734, -0.6562, 0.6865, 0.0827, -0.6678, -0.5836, -1.0701, -0.3657, -0.8538, 0.1804, -1.4115, -1.0652, -0.5654, -1.2555, -1.3959, 0.4307, 0.2921, 0.3136, 0.3743, 0.3508, 0.3866, 0.3939, 0.4086, -0.0800, 0.2440, 0.4781, 0.1307, -0.4674, 0.5122, 0.3937, 0.7603, 0.7297, 0.4651, 0.4573, 0.4874, 0.3231, 0.2967, 0.5486, 0.2594, 0.6689, -0.3734, 0.4497, 0.5203, 0.3704, 0.2924, 0.3432, 0.3385, 0.4241, 0.2936]
}